The following is a quantum chemistry calculation of a molecular structure, C4H5N3S2, from the OMol25 dataset.

Values from the calculation:
HOMO level = -8.59 eV
gap between HOMO and LUMO = 9.217 eV

The geometry in XYZ format:
```
14
Properties=species:S:1:pos:R:3:forces:R:3
C 2.1687 1.1491 0.2411 1.149 0.545 1.221
C 0.8507 0.8679 0.0553 0.842 0.892 -0.425
C 0.7514 -0.5086 -0.2726 -3.670 -0.514 0.076
C -1.4283 0.4006 -0.8006 1.200 -0.348 2.352
N 1.8102 -1.2450 -0.2794 -0.501 -0.385 -0.181
N -0.8266 -0.8568 -0.4731 3.585 -0.193 1.486
N -1.3451 -1.4677 0.7095 0.679 -0.811 0.269
S 3.1272 -0.3179 0.1004 -1.429 0.933 -0.111
S -0.5991 1.8952 -0.0155 0.638 -1.225 0.201
H 2.6217 2.0792 0.6570 -0.418 -0.856 -0.738
H -1.2701 0.4651 -1.8018 -0.322 0.818 -3.005
H -2.3894 0.2965 -0.4054 -1.804 0.522 -0.185
H -1.1437 -1.1160 1.6424 0.378 0.757 -0.486
H -2.3276 -1.6417 0.6429 -0.326 -0.135 -0.474
```
Positions in Å, forces in eV/Å.



The following is a quantum chemistry calculation of a single C13H18N2O9P2 molecule, from the OMol25 dataset.

Values from the calculation:
HOMO level = -9.11 eV
gap between HOMO and LUMO = 9.165 eV

The geometry in XYZ format:
```
44
Properties=species:S:1:pos:R:3:forces:R:3
O -0.7035 -1.4239 -3.9337 0.935 0.115 0.965
O 3.9790 -0.4191 -0.8524 0.151 -1.496 -0.504
O 4.5429 -1.2620 2.0811 0.088 0.572 -0.081
N 0.3464 -0.9306 -0.6854 -1.028 0.169 -0.914
O 0.5620 -1.3208 -2.0243 0.292 0.098 0.394
O -1.6099 -0.0966 0.4291 0.679 -0.990 -1.824
O 5.1201 1.0056 0.8622 -0.707 1.221 -0.014
O 3.3048 1.9020 -0.6776 0.316 1.092 0.507
O 2.2841 -1.8225 2.9301 -0.394 -0.545 -0.854
O 2.9745 -2.3713 0.5365 -1.169 -1.029 -0.975
C -0.8922 -0.5026 -0.6782 -0.465 -0.063 1.616
C -1.5175 -0.6080 -1.9443 -1.622 0.969 0.887
C -5.5990 0.3122 -2.8816 -1.001 0.105 -0.013
C -4.9291 -0.6581 -3.6108 0.666 -0.297 0.606
C -4.9678 1.0256 -1.8858 1.688 -0.286 -0.555
C -3.6139 -0.9912 -3.2706 -0.049 -0.205 0.099
C -3.5996 0.8089 -1.6527 -0.549 -0.162 0.469
C -2.9492 -0.2693 -2.2582 0.787 -0.185 -1.070
N -0.6060 -1.1042 -2.7430 -1.024 -0.308 -1.059
C -0.9545 -0.1789 1.6837 -0.161 1.522 0.606
C -0.3847 1.1986 2.0482 -0.434 -0.964 0.566
C 0.8073 1.0353 2.9951 0.641 1.261 -1.093
C 2.1977 1.2771 2.3149 -0.831 -0.714 0.971
C 2.5190 0.2205 1.2081 -2.439 1.545 1.567
P 3.7695 0.6448 0.1402 1.793 0.532 -2.566
P 3.1167 -1.3409 1.6533 2.149 -0.912 3.558
H 5.2872 0.2123 1.3951 0.522 -0.770 0.726
H 4.0410 1.9285 -1.3062 -0.242 0.683 -0.706
H 2.7608 -2.6437 3.1387 -0.334 -0.068 0.645
H 3.4625 -1.9309 -0.2032 0.112 -0.099 -0.751
H -6.6618 0.5211 -3.0529 0.449 -0.169 -0.177
H -5.4397 -1.2085 -4.3799 -0.082 -0.104 -0.195
H -5.4554 1.8138 -1.3654 -0.422 0.430 0.336
H -3.1015 -1.8379 -3.7583 -0.333 0.693 0.209
H -3.1003 1.4644 -0.9445 0.097 -0.310 -0.063
H -0.2152 -0.9247 1.7205 1.193 -1.038 -0.490
H -1.6421 -0.4750 2.4712 -0.618 -0.028 -0.334
H -0.1178 1.7170 1.1409 0.210 0.280 -0.359
H -1.1965 1.7632 2.5383 0.409 -0.029 -0.290
H 0.8283 0.0925 3.4746 -0.227 -1.039 0.572
H 0.6653 1.7941 3.7406 0.387 0.306 0.665
H 2.9570 1.2530 3.1179 -0.134 0.180 -0.581
H 2.1039 2.2761 1.8875 0.570 -0.055 -0.208
H 1.6275 0.0541 0.6012 0.128 0.091 -0.288
```
Positions in Å, forces in eV/Å.